No. 1
{
  "formula": "C26H44AsFN4NaO10SSbTe",
  "method": "wB97M-V/def2-TZVPD",
  "elements": ["H", "O", "O", "H", "H", "H", "C", "H", "C", "H", "H", "H", "H", "C", "H", "C", "H", "C", "H", "H", "H", "C", "O", "Sb", "C", "H", "H", "Na", "O", "H", "H", "C", "H", "H", "H", "H", "As", "C", "H", "N", "O", "H", "C", "O", "C", "N", "H", "O", "H", "H", "H", "O", "N", "C", "N", "C", "C", "H", "C", "O", "S", "H", "H", "H", "C", "C", "H", "H", "C", "H", "H", "F", "H", "C", "C", "Te", "H", "H", "H", "H", "C", "C", "H", "O", "C", "C", "H", "H", "C", "C"],
  "coordinates": [[0.080, -4.215, 8.472], [0.980, 2.699, -6.651], [2.071, 1.315, -3.546], [-5.014, -3.047, 1.181], [1.808, -1.802, -5.147], [0.918, -3.358, 3.129], [0.842, 1.418, -3.415], [3.799, -1.110, 0.714], [1.761, -2.537, -1.899], [-4.911, -0.604, -0.642], [1.402, 4.494, -2.683], [0.677, -2.966, -4.459], [-4.321, 2.240, 3.026], [3.566, -0.573, 1.632], [-3.935, -1.705, 1.634], [3.248, 5.223, -5.497], [2.942, 4.047, -0.696], [-1.130, 1.930, 2.872], [-4.896, 1.127, 1.756], [-0.185, 2.096, 2.357], [3.920, -2.063, -4.240], [2.768, 5.269, -4.137], [-2.343, -1.705, -1.970], [1.489, -0.917, 2.105], [2.555, 3.044, -0.514], [0.303, -4.049, -1.518], [-0.373, 3.170, -3.173], [-0.269, 0.134, -0.691], [0.034, 0.626, -2.870], [-3.029, 3.821, 0.888], [-4.017, 0.489, 3.178], [-0.705, -3.694, 7.938], [0.519, -1.227, -4.076], [3.408, -0.558, -3.429], [3.745, 0.492, 1.478], [2.991, 2.624, 0.392], [-2.424, 1.471, 1.539], [-2.633, 2.961, 0.345], [-1.662, 3.203, -0.093], [2.535, 4.302, -6.254], [4.154, 5.876, -5.987], [-3.334, 2.663, -0.434], [1.692, -0.141, 4.111], [0.407, 3.964, -1.006], [-0.614, -3.308, 6.570], [-3.802, -2.369, -0.368], [-1.436, -2.314, 0.982], [-2.124, 0.056, 0.729], [-3.299, -3.332, 1.447], [2.832, 4.187, -7.210], [4.197, -0.934, 2.446], [-0.147, -2.278, -0.552], [2.150, -2.204, -3.147], [3.481, -1.644, -3.331], [1.105, 3.632, -4.558], [-1.889, -3.338, 8.510], [-4.863, -1.632, -1.023], [-0.549, 2.382, -4.762], [0.306, -2.964, -1.701], [2.519, -2.549, -0.937], [-2.884, -2.526, 7.366], [-4.671, -1.590, -2.091], [2.576, -0.572, 4.585], [4.091, -1.906, -2.472], [1.762, 4.489, -3.714], [-4.018, -2.623, 1.047], [-1.461, 2.834, 3.386], [2.836, 2.403, -1.354], [-4.104, 1.322, 2.478], [-5.815, -2.128, -0.831], [-2.214, -3.506, 9.525], [3.383, 6.124, -3.294], [0.802, -0.402, 4.683], [0.154, 2.679, -3.989], [1.820, -2.968, 2.658], [-2.095, -1.881, 4.174], [-0.335, -2.732, -2.546], [2.664, -3.045, 3.347], [2.037, -3.523, 1.744], [0.247, -3.499, 5.945], [1.031, 3.046, -0.422], [-1.378, -2.714, -0.030], [1.797, 0.945, 4.078], [0.503, 2.095, 0.219], [1.497, 3.468, -5.862], [1.222, -2.041, -4.261], [-1.413, -3.811, 0.023], [-1.063, 1.099, 3.575], [-1.724, -2.659, 6.095], [-2.546, -2.200, -0.873]],
  "gap_ev": 5.43,
  "de_lowest_kj_mol": 0.9,
  "charge": -2
}

***

No. 2
{
  "formula": "C26H44BeBrN3P2S",
  "method": "wB97M-V/def2-TZVPD",
  "elements": ["C", "H", "C", "H", "H", "H", "H", "H", "H", "C", "C", "H", "H", "C", "H", "P", "C", "H", "C", "H", "H", "C", "N", "S", "H", "H", "H", "N", "H", "C", "H", "H", "H", "C", "C", "H", "C", "C", "H", "H", "C", "Br", "H", "H", "C", "C", "C", "P", "H", "H", "H", "H", "C", "H", "C", "C", "H", "C", "H", "C", "H", "H", "H", "C", "H", "H", "Be", "C", "H", "H", "N", "H", "H", "C", "H", "C", "H", "H"],
  "coordinates": [[0.195, 2.965, 0.037], [-3.067, 4.107, -1.838], [0.682, 2.264, -3.812], [-1.157, -0.853, 5.428], [3.587, 0.235, 2.239], [0.110, -2.434, -1.919], [-2.769, 3.262, -3.391], [-4.321, -0.566, -1.179], [0.847, 1.604, 2.724], [1.314, -3.453, 2.515], [1.065, 1.510, -2.705], [2.741, 1.213, 0.999], [0.767, 2.198, 0.583], [0.910, -1.948, -1.345], [0.084, 4.466, 1.626], [-1.579, 2.584, 0.082], [2.052, -3.980, -2.210], [1.498, 4.628, 0.549], [1.554, 0.762, 2.789], [-1.742, 0.164, -5.033], [-1.317, -0.075, 3.257], [2.138, -2.726, -1.539], [4.426, -4.059, -2.556], [-1.425, -2.272, 0.209], [0.539, -0.468, 5.141], [-3.375, 2.722, 2.343], [2.075, -1.828, 3.740], [-3.875, -1.703, 1.023], [-4.216, 1.698, 1.157], [-0.516, -0.232, -3.301], [1.152, 3.224, -4.010], [1.825, 1.876, -2.012], [1.717, 0.559, 3.864], [-0.282, -1.120, 4.821], [0.432, 4.381, 0.590], [-1.242, -1.804, 2.982], [2.870, 1.056, 2.081], [0.456, 0.269, -2.422], [-2.886, 1.463, -1.663], [5.558, -2.511, -1.743], [4.544, -2.918, -1.870], [-1.167, 2.967, -5.817], [1.847, -0.040, -0.766], [-4.844, -1.398, 0.933], [3.207, -4.571, -2.749], [1.859, -2.042, 2.686], [-3.423, 1.707, 1.916], [0.715, -0.724, 2.131], [0.274, -3.556, 2.844], [-2.757, -0.811, -1.864], [3.627, -1.286, -0.778], [-2.052, 0.367, 0.809], [-0.410, 1.823, -4.588], [1.373, -3.781, 1.470], [3.441, -2.222, -1.319], [-0.661, -0.942, 3.347], [1.924, -4.147, 3.111], [-2.977, -1.556, 0.037], [-3.653, -2.311, 1.801], [-2.057, 1.348, 1.299], [-3.698, 1.004, 2.715], [-0.117, 5.113, -0.019], [-0.016, -2.160, 5.059], [-2.354, 3.488, -2.400], [3.137, -5.484, -3.356], [-1.276, 1.327, 2.076], [-0.011, -0.770, 0.039], [-2.061, 2.189, -1.626], [2.795, -1.931, 2.123], [0.524, 2.938, -1.010], [-3.368, -0.885, -1.066], [-1.208, 1.681, -2.073], [1.098, -4.479, -2.383], [-0.966, 0.551, -4.370], [-1.440, 4.082, -2.557], [0.983, -0.496, -1.262], [3.305, 1.971, 2.508], [-0.962, -1.223, -3.131]],
  "gap_ev": [3.82, 3.82],
  "de_lowest_kj_mol": 17.9,
  "charge": 2
}

***

No. 3
{
  "formula": "C26H44BrN3O7P2",
  "method": "wB97M-V/def2-TZVPD",
  "elements": ["H", "C", "H", "N", "H", "C", "C", "N", "C", "C", "H", "H", "P", "H", "H", "H", "H", "O", "C", "C", "H", "C", "C", "O", "O", "H", "C", "C", "H", "C", "H", "H", "Br", "C", "C", "H", "C", "P", "O", "H", "H", "C", "H", "H", "H", "C", "C", "H", "H", "H", "C", "C", "O", "H", "H", "H", "H", "C", "C", "C", "H", "H", "H", "H", "H", "H", "H", "H", "C", "C", "H", "O", "H", "H", "H", "H", "C", "H", "O", "H", "H", "H", "N"],
  "coordinates": [[7.893, -1.252, 0.857], [-0.819, -0.837, 1.238], [-3.747, 3.524, 0.174], [-2.120, -0.699, 0.561], [3.025, -0.594, -1.343], [-2.818, -1.705, 0.215], [-3.451, -0.663, 3.480], [-2.158, -0.052, 3.179], [-1.689, 0.509, -4.578], [1.825, 1.419, -2.298], [1.651, 3.402, -3.131], [-3.989, 1.808, -0.004], [1.730, 3.100, 1.836], [-4.584, -1.056, -0.755], [-3.977, 0.004, 4.161], [-1.453, -2.007, 2.978], [1.177, 4.146, 0.118], [2.867, 2.596, 1.051], [1.228, 2.408, -3.071], [1.288, 0.128, -2.211], [-1.683, 3.346, 1.091], [-1.114, -0.998, 2.750], [-0.151, -2.702, -0.570], [0.956, 4.265, 1.053], [1.055, 0.444, 0.288], [0.405, -4.670, -0.669], [0.078, 2.134, -3.814], [-3.253, 2.604, -0.142], [3.805, -2.695, 1.644], [7.260, -1.786, 1.562], [6.996, -1.132, 2.388], [-1.662, 0.993, -5.548], [0.891, -3.042, 1.997], [1.983, -0.909, -1.357], [-3.334, 3.907, -2.096], [-0.236, -0.828, 3.365], [-0.935, 1.585, 0.126], [0.323, 1.603, 2.561], [2.218, 3.808, 3.187], [-1.755, -0.570, -4.696], [2.187, 4.766, 3.065], [0.276, -1.734, 0.566], [-1.068, -3.193, -0.292], [-2.848, 4.779, -1.649], [-1.826, 0.384, 4.027], [-2.965, -3.021, 0.960], [-2.067, 2.370, 0.794], [3.493, -2.650, -0.067], [-3.154, -0.910, -1.746], [-1.998, -3.447, 1.211], [-3.653, -1.559, -1.037], [-0.147, 0.603, 1.015], [5.084, -1.455, 0.619], [1.987, -1.878, -1.847], [-3.584, -2.915, 1.846], [1.085, -3.769, -1.790], [-3.385, -1.633, 3.982], [6.067, -2.332, 0.849], [-0.463, 0.847, -3.763], [3.763, -2.033, 0.783], [-0.402, 2.885, -4.423], [-2.576, 0.824, -4.027], [3.265, 0.024, 0.802], [-2.436, 1.900, 1.701], [-3.116, 3.892, -3.160], [-0.187, 2.314, -0.181], [2.720, 1.663, -1.740], [7.843, -2.613, 1.948], [1.530, -0.912, 0.135], [0.141, -0.134, -2.965], [1.198, 0.769, 3.285], [-2.854, 2.725, -1.500], [-3.451, -3.754, 0.320], [2.505, -0.825, 2.091], [-4.055, -0.698, 2.576], [-0.318, -1.114, -2.981], [2.766, -0.914, 1.043], [-0.347, -2.172, -1.492], [6.024, -3.466, 0.485], [-4.413, 4.028, -1.979], [-1.257, 1.109, -0.790], [-3.933, -2.522, -1.447], [0.844, -3.770, -0.805]],
  "gap_ev": 8.61,
  "charge": 0
}

***

no.,electronic energy (eV)
1,-146755.7505
2,-131987.5530
3,-135098.2464